{"formula": "C31H43N5O8S2SbSn", "method": "wB97M-V/def2-TZVPD", "relative_energy_kcal_mol": 109.0, "total_charge": 1, "spin_multiplicity": 1, "lumo_energy_ha": -0.235, "gap_ev": 2.2, "species": ["Sn", "N", "C", "C", "C", "O", "O", "H", "H", "H", "H", "H", "H", "C", "C", "C", "C", "Sb", "C", "C", "C", "C", "C", "C", "C", "C", "H", "H", "H", "H", "H", "H", "H", "H", "H", "H", "H", "H", "H", "H", "H", "H", "H", "H", "H", "H", "H", "H", "H", "H", "H", "H", "H", "O", "S", "O", "N", "C", "O", "C", "C", "C", "C", "C", "C", "H", "H", "H", "H", "O", "S", "O", "O", "C", "N", "C", "C", "C", "N", "C", "C", "C", "N", "C", "C", "H", "H", "H", "H", "H", "H"], "positions_angstrom": [[1.499, -0.354, -1.280], [3.403, 1.151, -1.150], [3.316, 2.566, -0.723], [2.262, 3.325, -1.536], [0.868, 2.896, -1.120], [0.222, 3.497, -0.287], [0.436, 1.805, -1.718], [4.050, 0.647, -0.544], [3.801, 1.107, -2.088], [4.280, 3.063, -0.851], [3.039, 2.600, 0.331], [2.403, 3.118, -2.599], [2.348, 4.392, -1.348], [-2.846, 2.559, 0.910], [-3.101, 2.579, -0.590], [-2.692, 3.912, -1.180], [-4.542, 2.242, -0.934], [-1.781, 0.897, -1.469], [-2.573, -1.313, -0.698], [-3.954, -1.086, -0.146], [-2.557, -2.210, -1.905], [-1.572, -1.728, 0.352], [-1.796, 1.007, -3.746], [-1.354, 2.397, -4.174], [-0.814, -0.042, -4.243], [-3.210, 0.720, -4.235], [-3.585, 3.194, 1.403], [-1.856, 2.960, 1.123], [-2.930, 1.556, 1.335], [-3.265, 4.698, -0.682], [-2.909, 3.967, -2.246], [-1.639, 4.115, -1.011], [-5.166, 3.087, -0.634], [-4.895, 1.364, -0.400], [-4.690, 2.093, -2.004], [-4.645, -0.735, -0.912], [-3.961, -0.396, 0.697], [-4.335, -2.045, 0.217], [-3.252, -1.872, -2.673], [-2.884, -3.207, -1.592], [-1.555, -2.310, -2.313], [-1.560, -1.040, 1.199], [-0.566, -1.795, -0.069], [-1.845, -2.717, 0.731], [-0.410, 2.674, -3.712], [-2.097, 3.156, -3.935], [-1.214, 2.399, -5.257], [0.191, 0.143, -3.857], [-0.763, 0.006, -5.333], [-1.114, -1.051, -3.968], [-3.923, 1.454, -3.858], [-3.545, -0.280, -3.962], [-3.224, 0.786, -5.326], [5.104, -1.726, -2.070], [3.845, -2.302, -1.743], [3.285, -1.817, -0.452], [2.646, -1.943, -2.774], [1.709, -2.918, -2.572], [0.497, -2.689, -2.603], [2.294, -4.210, -2.133], [1.667, -5.436, -2.018], [2.401, -6.498, -1.503], [3.731, -6.339, -1.133], [4.357, -5.099, -1.221], [3.612, -4.053, -1.713], [0.636, -5.553, -2.323], [1.933, -7.465, -1.390], [4.285, -7.186, -0.752], [5.384, -4.960, -0.915], [3.141, -1.306, 8.168], [1.719, -1.608, 8.173], [1.294, -2.629, 7.243], [1.064, -1.611, 9.453], [1.177, -0.031, 7.334], [0.789, 1.020, 8.041], [0.477, 2.112, 7.351], [0.555, 2.155, 5.962], [1.001, 1.002, 5.327], [1.322, -0.086, 6.022], [1.126, 0.821, 3.872], [0.265, 1.421, 2.956], [0.374, 1.078, 1.626], [1.293, 0.230, 1.163], [2.148, -0.324, 2.037], [2.084, -0.072, 3.390], [0.148, 2.966, 7.932], [0.303, 3.052, 5.412], [-0.497, 2.119, 3.274], [-0.291, 1.504, 0.884], [2.878, -1.003, 1.614], [2.747, -0.564, 4.088]]}



{"formula": "C31H44AlN5Si2", "method": "wB97M-V/def2-TZVPD", "relative_energy_kcal_mol": 10.0, "spin_multiplicity": 1, "lumo_energy_ha": 0.013, "gap_ev": 7.0, "species": ["Al", "C", "N", "C", "C", "C", "C", "C", "C", "C", "N", "C", "C", "C", "C", "C", "C", "N", "C", "C", "H", "H", "H", "H", "H", "H", "H", "H", "H", "H", "H", "H", "H", "H", "H", "H", "H", "H", "H", "H", "C", "Si", "C", "C", "C", "C", "C", "C", "C", "Si", "C", "C", "H", "H", "H", "H", "H", "H", "H", "H", "H", "H", "H", "H", "H", "H", "H", "H", "C", "C", "C", "C", "N", "N", "C", "H", "H", "H", "H", "H", "H", "H", "H"], "positions_angstrom": [[0.237, -0.041, -0.010], [-0.049, 0.707, -3.483], [-0.531, -0.258, -2.497], [-0.037, -1.594, -2.815], [-1.969, -0.328, -2.441], [-2.778, -0.434, -3.557], [-4.151, -0.569, -3.423], [-4.712, -0.554, -2.157], [-3.917, -0.446, -1.038], [-2.521, -0.379, -1.151], [-1.662, -0.290, -0.088], [-2.151, -0.663, 1.163], [-2.883, -1.834, 1.367], [-3.346, -2.161, 2.623], [-3.087, -1.330, 3.701], [-2.342, -0.176, 3.518], [-1.848, 0.148, 2.266], [-1.096, 1.335, 1.972], [-2.039, 2.428, 1.764], [-0.123, 1.710, 2.986], [-0.114, 0.331, -4.510], [-0.636, 1.623, -3.425], [0.994, 0.936, -3.265], [-0.537, -2.014, -3.695], [1.030, -1.549, -2.993], [-0.217, -2.243, -1.960], [-2.334, -0.424, -4.544], [-4.777, -0.677, -4.295], [-5.782, -0.631, -2.040], [-4.371, -0.417, -0.059], [-3.073, -2.488, 0.526], [-3.906, -3.075, 2.764], [-3.437, -1.596, 4.687], [-2.142, 0.470, 4.360], [-2.575, 2.679, 2.691], [-1.511, 3.321, 1.426], [-2.777, 2.141, 1.015], [0.403, 2.598, 2.638], [-0.574, 1.943, 3.956], [0.595, 0.905, 3.104], [0.685, -3.385, 0.972], [0.935, -1.634, 1.749], [0.446, -1.975, 3.586], [2.813, -1.279, 1.810], [3.547, -1.590, 2.949], [4.890, -1.286, 3.059], [5.520, -0.616, 2.026], [4.798, -0.286, 0.894], [3.457, -0.623, 0.753], [2.548, -0.455, -0.929], [3.192, -2.118, -1.701], [3.512, 0.816, -2.045], [1.346, -4.137, 1.395], [0.864, -3.353, -0.099], [-0.339, -3.716, 1.125], [0.887, -2.893, 3.966], [-0.629, -2.078, 3.682], [0.753, -1.164, 4.241], [3.067, -2.113, 3.762], [5.449, -1.581, 3.937], [6.573, -0.377, 2.095], [5.304, 0.232, 0.091], [4.261, -2.237, -1.539], [3.020, -2.188, -2.772], [2.703, -2.966, -1.231], [4.586, 0.800, -1.887], [3.167, 1.832, -1.874], [3.347, 0.586, -3.096], [-1.253, 4.655, -1.899], [-0.285, 3.823, -1.143], [0.924, 4.124, -0.541], [1.374, 2.929, 0.040], [0.496, 1.964, -0.214], [-0.497, 2.516, -0.916], [2.601, 2.694, 0.839], [-0.910, 5.682, -1.952], [-2.224, 4.631, -1.409], [-1.384, 4.273, -2.910], [1.423, 5.071, -0.520], [-1.275, 1.928, -1.180], [3.473, 3.073, 0.314], [2.730, 1.628, 1.011], [2.540, 3.205, 1.799]]}



{"formula": "C31H44BF8INO26P2", "method": "wB97M-V/def2-TZVPD", "total_charge": 1, "spin_multiplicity": 1, "lumo_energy_ha": -0.126, "gap_ev": 8.9, "species": ["C", "C", "O", "P", "P", "N", "B", "O", "C", "C", "C", "I", "C", "C", "H", "H", "H", "H", "H", "H", "H", "H", "H", "H", "H", "H", "H", "H", "H", "H", "H", "H", "H", "H", "C", "C", "O", "C", "O", "O", "F", "H", "H", "H", "C", "C", "O", "C", "O", "O", "F", "H", "H", "H", "C", "C", "O", "C", "O", "O", "F", "H", "H", "H", "C", "C", "O", "C", "O", "O", "F", "H", "H", "H", "C", "C", "O", "C", "O", "O", "F", "H", "H", "H", "C", "C", "O", "C", "O", "O", "F", "H", "H", "H", "C", "C", "O", "C", "O", "O", "F", "H", "H", "H", "C", "C", "O", "C", "O", "O", "F", "H", "H", "H"], "positions_angstrom": [[4.386, 1.537, 0.212], [3.505, 1.005, -0.900], [2.301, 1.815, -1.057], [0.876, 1.308, -0.572], [0.697, 0.950, 1.646], [-0.586, 1.508, 2.306], [0.219, -0.354, -1.475], [1.169, -1.048, -2.158], [-1.226, -0.783, -1.113], [-1.088, -2.078, -0.270], [-0.254, 2.648, -1.004], [-0.509, 2.348, -3.109], [0.227, 4.067, -0.636], [-0.499, 4.641, 0.578], [3.807, 1.880, 1.069], [5.030, 2.345, -0.134], [5.037, 0.737, 0.570], [3.226, -0.045, -0.771], [4.008, 1.070, -1.865], [0.816, -0.454, 1.707], [1.917, 1.411, 2.179], [-1.268, 2.036, 1.784], [1.148, -1.056, -3.119], [-1.747, -0.024, -0.522], [-1.800, -0.953, -2.029], [-0.821, -1.858, 0.764], [-2.014, -2.652, -0.271], [-0.318, -2.732, -0.679], [-1.233, 2.416, -0.578], [1.310, 4.076, -0.497], [0.039, 4.712, -1.496], [-0.132, 5.648, 0.777], [-1.572, 4.709, 0.388], [-0.347, 4.044, 1.479], [1.124, -6.387, 2.052], [0.644, -5.775, 0.747], [0.151, -4.514, 1.169], [0.807, -4.161, 2.309], [0.793, -3.057, 2.758], [1.473, -5.209, 2.806], [-0.362, -6.466, 0.168], [0.309, -6.909, 2.548], [1.983, -7.038, 1.962], [1.428, -5.617, 0.003], [-6.145, 3.621, -0.115], [-5.164, 4.759, -0.323], [-3.912, 4.072, -0.344], [-4.137, 2.793, -0.719], [-3.267, 2.032, -1.026], [-5.444, 2.512, -0.709], [-5.158, 5.644, 0.690], [-6.275, 3.430, 0.952], [-7.106, 3.773, -0.593], [-5.278, 5.298, -1.265], [-10.973, 2.389, -2.676], [-10.555, 3.118, -3.943], [-9.977, 4.306, -3.419], [-9.549, 4.061, -2.161], [-8.850, 4.801, -1.540], [-10.023, 2.883, -1.721], [-11.597, 3.443, -4.731], [-11.976, 2.699, -2.381], [-10.908, 1.307, -2.734], [-9.805, 2.601, -4.544], [6.907, -2.005, 0.413], [7.662, -0.687, 0.330], [8.994, -1.097, 0.522], [9.112, -2.396, 0.128], [10.137, -2.962, -0.042], [7.881, -2.935, -0.051], [7.304, 0.170, 1.316], [6.658, -2.220, 1.454], [6.019, -2.058, -0.210], [7.578, -0.169, -0.628], [11.870, -3.917, -2.528], [11.629, -2.887, -3.616], [12.346, -3.413, -4.708], [12.445, -4.767, -4.547], [12.794, -5.520, -5.390], [12.065, -5.108, -3.295], [12.117, -1.663, -3.300], [12.785, -3.676, -1.984], [11.044, -4.032, -1.838], [10.582, -2.770, -3.906], [1.405, 1.960, 5.603], [2.865, 1.731, 5.940], [3.268, 2.994, 6.403], [2.167, 3.654, 6.886], [2.202, 4.640, 7.532], [1.041, 2.996, 6.507], [3.587, 1.400, 4.832], [1.322, 2.324, 4.576], [0.767, 1.093, 5.744], [3.056, 0.983, 6.710], [-1.775, -10.924, 3.156], [-0.727, -11.777, 3.851], [0.474, -11.326, 3.247], [0.284, -10.068, 2.793], [1.147, -9.337, 2.427], [-1.029, -9.748, 2.823], [-0.883, -13.093, 3.604], [-2.104, -11.417, 2.240], [-2.626, -10.661, 3.776], [-0.653, -11.628, 4.930], [-9.725, 8.051, -3.954], [-8.312, 7.517, -3.808], [-7.583, 8.677, -3.478], [-8.433, 9.570, -2.887], [-8.092, 10.538, -2.301], [-9.714, 9.166, -3.065], [-7.831, 6.994, -4.965], [-9.886, 8.397, -4.977], [-10.500, 7.348, -3.664], [-8.189, 6.774, -3.017]]}